Entry 1:
{
  "formula": "C46H39BrN2O2P2TaTe",
  "method": "ωB97M-V with the def2-TZVPD basis set",
  "species": ["Ta", "Br", "C", "C", "C", "C", "C", "N", "C", "O", "O", "H", "H", "H", "Te", "C", "C", "C", "N", "C", "C", "C", "P", "C", "C", "C", "C", "C", "C", "C", "C", "C", "C", "C", "C", "P", "C", "C", "C", "C", "C", "C", "C", "C", "C", "C", "C", "C", "H", "H", "H", "H", "H", "H", "H", "H", "H", "H", "H", "H", "H", "H", "H", "H", "H", "H", "H", "H", "H", "H", "H", "H", "C", "C", "C", "C", "C", "C", "C", "C", "C", "C", "H", "H", "H", "H", "H", "H", "H", "H", "H", "H", "H", "H"],
  "positions_angstrom": [[1.076063, 0.578786, 1.078772], [-0.684188, 0.416996, 3.918971], [1.143436, -0.078952, 4.168373], [1.721002, -0.739523, 5.240517], [3.126467, -0.836859, 5.274006], [3.889795, -0.350931, 4.222587], [3.233009, 0.190911, 3.113233], [1.861639, 0.311978, 3.086522], [3.877784, 0.931926, 1.987056], [5.078836, 1.132980, 1.870618], [2.930115, 1.468129, 1.170662], [1.094021, -1.326539, 5.906342], [3.658157, -1.130434, 6.184942], [4.952651, -0.254474, 4.352387], [0.416939, -3.695040, -1.305746], [-1.464208, -3.969289, -2.391066], [-1.691290, -3.443869, -3.650409], [-2.858623, -3.818763, -4.378458], [-3.783600, -4.631325, -3.865850], [-3.658228, -4.933745, -2.579365], [-2.467338, -4.721664, -1.822423], [0.304320, -1.640960, -0.847114], [1.669879, -0.498328, -1.131205], [3.026259, -1.620480, -1.692153], [3.977608, -2.265004, -0.874483], [4.862268, -3.192109, -1.416422], [4.778564, -3.556515, -2.772387], [3.922705, -2.840480, -3.586306], [2.998972, -1.887124, -3.071085], [1.347152, 0.641855, -2.510943], [0.059946, 0.994660, -2.856282], [-0.169250, 1.867401, -3.938218], [0.905039, 2.555689, -4.444322], [2.214723, 2.344529, -3.970578], [2.444701, 1.364778, -2.993341], [-0.796376, -1.222452, 0.494386], [-1.039579, -2.637301, 1.641110], [-2.348837, -3.134770, 1.950866], [-2.421137, -4.283494, 2.778651], [-1.285143, -4.843230, 3.369009], [-0.028035, -4.255821, 3.155956], [0.067973, -3.221044, 2.243101], [-2.439185, -0.544392, 0.068696], [-3.161833, 0.196389, 0.959718], [-4.495146, 0.547400, 0.720530], [-4.990327, 0.346777, -0.547599], [-4.206279, -0.279153, -1.531408], [-2.986292, -0.792155, -1.172841], [-1.139721, -2.635693, -4.102612], [-3.009155, -3.534750, -5.423588], [-4.504353, -5.445196, -2.100248], [-2.362283, -5.168750, -0.852825], [4.036927, -2.183124, 0.198175], [5.581646, -3.642353, -0.786147], [5.385179, -4.394478, -3.200308], [3.927461, -2.978075, -4.693667], [2.274535, -1.398840, -3.679468], [-0.709721, 0.527665, -2.207829], [-1.154364, 2.027396, -4.409951], [0.786603, 3.320106, -5.222640], [3.056521, 2.981666, -4.282089], [3.474797, 1.184576, -2.642516], [-3.221404, -2.583265, 1.589699], [-3.351919, -4.805989, 2.883393], [-1.445375, -5.658708, 4.108439], [0.832202, -4.573786, 3.717636], [1.062903, -2.922835, 1.955206], [-2.725880, 0.516324, 1.880733], [-5.139564, 0.860733, 1.536494], [-5.929359, 0.799506, -0.813019], [-4.554512, -0.311971, -2.556573], [-2.372908, -1.313420, -1.886293], [1.642923, 4.373053, 0.670885], [0.365601, 3.748741, 1.320089], [0.553174, 3.603756, 2.852756], [0.232610, 2.321125, 0.729132], [-0.887796, 4.545170, 0.913101], [-1.244141, 5.629704, 1.705463], [-2.320346, 6.474271, 1.327724], [-2.831866, 6.339563, 0.062675], [-2.516838, 5.215505, -0.680186], [-1.482829, 4.362106, -0.334446], [2.550037, 3.934243, 1.138940], [1.657973, 5.450377, 0.778483], [1.610634, 4.155936, -0.407152], [1.320898, 2.864645, 3.090082], [-0.406242, 3.348201, 3.320888], [0.795085, 4.554409, 3.272615], [-0.420043, 2.343375, -0.199975], [-0.712530, 5.910701, 2.608996], [-2.771918, 7.150408, 2.054256], [-3.458267, 7.127362, -0.275607], [-3.176389, 4.979338, -1.483165], [-0.963142, 3.656277, -1.082605]],
  "forces_ev_per_a": [[-1.06, 2.39, -0.23], [0.54, -0.69, 0.56], [0.16, 0.01, -1.36], [0.09, -0.65, -0.38], [-0.42, 0.56, 0.21], [-0.66, 0.79, -0.31], [-0.80, -0.10, 1.30], [1.43, -0.94, 1.59], [1.17, 1.65, -1.88], [-2.22, -0.80, 0.57], [1.05, -1.33, 0.88], [0.08, 0.72, 0.39], [-0.46, -0.40, -0.38], [0.28, -0.16, -0.45], [-0.76, -0.14, -0.93], [0.82, 0.38, 0.31], [-1.61, 0.44, -1.29], [1.11, -0.46, 0.78], [-0.32, 0.78, 0.41], [0.90, -0.70, 0.79], [-1.32, -0.23, -0.94], [-0.17, 0.18, 0.96], [-1.14, -1.48, -0.49], [0.14, 0.50, -0.21], [-0.13, -0.25, -0.55], [-1.04, 0.08, -1.07], [0.54, -0.09, 0.11], [-1.21, 0.74, -1.20], [1.80, -1.12, 1.12], [1.15, 0.50, 0.56], [-0.78, -0.71, 0.00], [-0.62, -0.25, 0.45], [1.33, 0.68, -0.63], [0.09, -0.11, 0.85], [0.20, 0.53, -1.04], [1.07, 1.06, 0.28], [-1.76, -0.12, 0.12], [1.74, -0.10, 0.38], [0.40, 0.57, -0.97], [-0.16, 0.32, 0.72], [-1.22, -0.19, 0.10], [0.28, -0.07, -0.06], [0.61, -0.76, -0.32], [-0.95, 0.31, 1.05], [0.56, -0.56, 0.12], [0.21, 0.18, -0.78], [-0.74, 0.64, 0.37], [0.46, -0.25, -0.79], [0.78, -0.21, 0.03], [0.18, 0.13, 0.37], [0.39, 0.06, -0.31], [-0.07, 0.01, 0.38], [-0.21, 0.63, 0.23], [0.54, -0.53, 0.58], [-0.43, 1.08, 0.51], [-0.08, -0.19, 1.08], [-0.20, 0.21, -0.59], [-0.01, 0.26, -1.07], [0.46, -0.09, 0.75], [-0.18, -0.46, 0.27], [-0.57, -0.42, -0.10], [-0.65, -0.02, -0.16], [0.18, -0.57, -0.01], [-0.46, 0.13, 0.31], [0.38, 0.54, -0.81], [0.26, -0.29, -0.13], [0.28, 0.43, -0.06], [0.25, -0.10, 0.64], [0.25, 0.55, -0.22], [-0.42, -0.27, -0.07], [-0.03, -0.25, 0.08], [0.01, -0.27, -0.34], [-0.17, -0.72, 0.09], [0.25, -1.22, -0.32], [-1.05, 0.17, -0.68], [0.25, -0.91, -0.59], [1.69, 0.65, 0.27], [-1.52, 0.55, 0.08], [1.37, -0.68, 0.69], [-0.17, -0.44, 0.85], [0.03, 0.02, -0.54], [0.77, -0.50, -0.39], [-0.52, 0.26, -0.52], [-0.06, 0.25, 0.23], [0.28, 0.05, 0.28], [-0.01, 0.20, 0.01], [0.26, -0.28, -0.12], [0.61, 0.64, 0.40], [0.76, -0.75, 1.01], [-0.13, -0.50, 0.08], [0.57, 0.34, -0.39], [-1.04, 0.03, -0.48], [0.17, 0.10, -1.12], [-1.62, 1.03, 1.11]],
  "lowdin_charge": [1.395, 0.881, -0.644, -0.039, 0.003, 0.040, -0.141, -0.111, -0.496, 0.135, -0.246, 0.127, 0.135, 0.134, 1.296, -0.528, -0.133, -0.129, 0.054, -0.135, -0.128, -0.974, 0.808, -0.398, -0.094, -0.069, -0.066, -0.066, -0.109, -0.407, -0.097, -0.070, -0.086, -0.058, -0.091, 0.763, -0.403, -0.042, -0.068, -0.067, -0.075, -0.183, -0.393, -0.117, -0.060, -0.065, -0.050, -0.105, 0.091, 0.109, 0.110, 0.080, 0.096, 0.095, 0.128, 0.124, 0.095, 0.087, 0.119, 0.115, 0.115, 0.123, 0.105, 0.100, 0.121, 0.102, 0.084, 0.051, 0.114, 0.106, 0.113, 0.080, -0.017, -0.522, -0.076, -0.213, -0.198, -0.024, -0.062, -0.091, -0.076, -0.040, 0.083, 0.087, 0.089, 0.054, 0.064, 0.068, 0.041, 0.109, 0.111, 0.099, 0.098, 0.128],
  "homo_ev": -9.65,
  "max_force_ev_per_a": 2.76,
  "total_charge": 1,
  "orbital_gap_ev": 5.229
}



Entry 2:
{
  "formula": "CH18F3O16PSZr",
  "method": "ωB97M-V with the def2-TZVPD basis set",
  "species": ["Zr", "C", "F", "F", "F", "S", "O", "O", "O", "P", "O", "O", "O", "O", "O", "H", "H", "O", "H", "H", "O", "H", "H", "O", "H", "H", "O", "H", "H", "O", "H", "H", "O", "H", "H", "O", "H", "H", "O", "H", "H"],
  "positions_angstrom": [[30.647120, -36.482713, 14.007877], [28.267393, -34.631755, 10.437037], [27.660988, -35.548997, 9.714172], [29.583767, -34.712504, 10.249414], [27.782476, -33.440043, 10.084281], [27.877544, -34.816146, 12.261770], [27.565585, -33.432096, 12.643778], [26.734050, -35.711461, 12.293077], [29.045997, -35.343073, 13.036257], [31.985152, -36.457503, 11.645332], [33.280607, -37.177956, 11.208250], [32.262121, -37.297703, 13.005636], [30.727112, -37.315389, 12.055376], [31.845282, -35.289212, 12.709093], [29.415735, -36.209136, 15.805602], [29.476866, -36.495149, 16.723120], [28.663248, -35.575281, 15.787132], [29.150142, -31.278260, 9.646161], [28.881595, -30.945301, 10.505091], [28.439461, -31.881898, 9.390732], [25.651223, -37.141695, 14.417802], [24.763227, -37.502019, 14.507427], [25.561960, -36.421747, 13.781006], [30.840630, -34.226950, 14.715561], [31.214000, -33.829920, 15.508160], [30.640607, -33.480441, 14.125354], [30.697826, -31.759160, 12.760680], [30.583113, -31.350345, 13.625030], [29.857541, -31.615609, 12.313455], [25.395337, -31.700107, 9.982725], [24.885620, -30.981008, 9.597137], [25.249014, -31.619733, 10.930993], [28.617717, -37.766228, 13.562619], [27.667439, -37.697236, 13.747904], [28.724041, -38.613576, 13.114087], [27.040387, -34.859795, 15.649393], [26.300879, -35.437617, 15.874843], [26.635236, -34.025228, 15.391450], [24.181185, -34.902335, 10.110170], [24.423683, -35.459724, 10.855775], [24.641586, -34.072110, 10.269881]],
  "forces_ev_per_a": [[3.58, -0.33, -5.81], [0.45, -0.45, 0.62], [0.02, -0.20, -0.02], [-0.34, 0.41, -0.22], [0.10, -0.60, -0.19], [-0.53, 1.06, 1.87], [0.58, -1.25, -0.17], [0.40, 0.04, -0.11], [-1.08, 1.13, -1.12], [3.84, -5.12, 5.91], [-1.76, 3.29, -4.47], [3.48, -2.84, 12.32], [-8.16, 1.01, -7.56], [-1.36, 4.36, -2.95], [-0.33, -0.22, 1.58], [0.06, -0.14, -0.02], [-0.32, 0.15, -0.43], [0.06, 0.12, -0.17], [-0.17, 0.11, -0.07], [0.29, 0.42, 0.06], [-0.20, -0.01, 0.37], [0.06, -0.17, 0.02], [0.36, 0.09, -0.37], [-0.19, 0.45, 0.86], [0.09, -0.20, 0.06], [0.20, -0.35, -0.73], [0.01, -0.21, 0.50], [0.00, 0.31, -0.11], [-0.04, -0.22, -0.08], [-0.02, -0.06, 0.12], [-0.02, -0.03, -0.07], [0.09, 0.01, 0.03], [0.21, -1.03, 0.58], [0.00, 0.39, 0.18], [0.21, 0.16, -0.28], [-0.02, 0.02, 0.36], [0.07, -0.23, -0.20], [0.27, 0.09, -0.18], [-0.12, -0.02, 0.12], [0.16, -0.02, -0.04], [0.07, 0.13, -0.15]],
  "lowdin_charge": [1.858, -0.638, 0.175, 0.147, 0.098, 0.615, -0.314, -0.305, -0.459, 0.357, -0.252, -0.524, -0.476, -0.477, -0.152, 0.104, 0.045, -0.047, 0.017, 0.015, -0.052, 0.058, 0.014, -0.113, 0.092, 0.052, -0.027, 0.044, 0.022, -0.043, 0.045, 0.041, -0.105, 0.048, 0.091, -0.038, 0.051, 0.072, -0.054, 0.015, 0.001],
  "homo_ev": -6.50,
  "max_force_ev_per_a": 13.11,
  "orbital_gap_ev": 5.523
}